[1]
Density functional theory data (ωB97M-V with the def2-TZVPD basis set) for one molecule with the formula C15H24F2N6O2.

Output
spin multiplicity	1
SMILES	[H]/N=C(\N)N1CCN([C@H]2C[C@@H](C(=O)N3CCC(F)(F)C3)N(C=O)C2)CC1
HOMO energy	-8.296	eV
M	358.4	g/mol
E_LUMO	0.55	eV
total charge	0
gap between HOMO and LUMO	8.85	eV

Geometry as XYZ:
```
49
C15H24F2N6O2 ωB97M-V with the def2-TZVPD basis set
F 3.42 3.01 -2.39
F 1.62 3.15 -3.48
O -4.25 -0.25 -3.32
O -0.50 -1.04 -2.45
N 1.14 0.34 -1.93
N 0.74 -0.88 2.63
N 2.96 -0.21 2.23
N -1.98 -1.12 1.59
N -2.67 0.32 -1.66
N 2.38 -0.52 4.32
C -3.24 -0.62 -0.67
C 1.92 -0.49 3.00
C -2.52 -0.14 0.61
C 2.68 1.01 -3.66
C -1.41 0.91 0.22
C -0.17 0.00 -1.94
C 1.68 1.71 -1.58
C -3.12 0.22 -3.02
C -1.35 0.80 -1.30
C -1.83 -0.77 2.94
C 2.38 2.27 -2.81
C -0.42 -0.23 3.36
C 0.64 -1.84 1.48
C -0.92 -2.14 1.27
C 2.02 -0.20 -3.02
H -1.24 1.83 -1.71
H -2.07 -1.64 3.45
H 1.18 -2.71 1.59
H -3.20 0.49 1.17
H -1.80 1.87 0.48
H -2.31 0.48 -3.80
H -4.32 -0.61 -0.61
H 3.19 0.08 4.37
H 1.53 -0.70 -3.83
H -2.68 -0.11 3.29
H -0.54 0.82 3.14
H 1.02 -1.30 0.63
H 2.29 1.18 -4.62
H -0.21 -0.44 4.43
H 2.72 -0.84 -2.49
H 1.06 2.65 -1.30
H -1.02 -2.61 0.29
H -1.14 -2.93 2.03
H 3.81 0.92 -3.69
H 1.61 -0.46 5.05
H -2.92 -1.65 -1.00
H 2.39 1.45 -0.80
H 3.84 0.12 2.75
H -0.40 0.83 0.76
```


[2]
Density functional theory data (ωB97M-V with the def2-TZVPD basis set) for C15H24F6N3O6S2Si2Sn as an isolated structure.

Output
spin multiplicity	1
HOMO energy	-12.551	eV
M	695.4	g/mol
E_LUMO	-3.38	eV
total charge	+1
gap between HOMO and LUMO	9.17	eV
relative energy (zero: lowest compared OMol25 entry of this formula, charge and spin)	0.0	kJ/mol

Geometry as XYZ:
```
59
C15H24F6N3O6S2Si2Sn ωB97M-V with the def2-TZVPD basis set
Sn 0.19 -0.88 -0.11
S -2.03 0.10 -2.54
S -0.10 -1.67 -2.89
Si -0.37 0.21 2.83
Si -2.64 -1.79 1.49
F -0.65 1.23 -4.49
F 1.52 -3.44 -3.81
F -0.50 2.25 -2.59
F 0.63 -2.15 -5.31
F -0.54 -3.75 -4.42
F -2.32 2.39 -3.75
O 2.17 -1.49 -0.16
O 1.27 0.85 -0.31
O -3.43 0.20 -2.57
O 0.93 -0.65 -2.79
O -1.41 0.13 -1.18
O -0.16 -2.41 -1.60
N -1.49 -1.16 -3.35
N 2.55 0.59 -0.56
N 3.02 -0.57 -0.50
C 1.49 0.21 3.03
C 0.41 -2.86 -4.22
C -1.32 1.61 -3.42
C 3.40 1.70 -0.91
C 3.62 3.89 -1.80
C -1.19 -0.07 4.48
C 2.80 2.83 -1.46
C 5.55 2.69 -1.02
C -0.93 1.82 2.07
C -0.81 -1.24 1.65
C -2.90 -2.88 -0.01
C -3.01 -2.80 3.01
C 4.76 1.61 -0.67
C -3.76 -0.30 1.41
C 4.99 3.82 -1.59
H 6.62 2.64 -0.85
H -0.47 2.66 2.61
H -3.87 -3.36 0.09
H -0.95 -1.05 4.90
H 1.99 0.78 2.24
H -0.84 0.69 5.19
H -0.66 1.93 1.02
H -2.99 -2.22 3.93
H 5.62 4.66 -1.86
H -4.79 -0.63 1.27
H -2.01 1.95 2.15
H -2.91 -2.33 -0.95
H -3.73 0.27 2.34
H 3.18 4.78 -2.24
H -2.16 -3.67 -0.08
H 1.91 -0.80 3.05
H 5.18 0.72 -0.23
H -3.51 0.38 0.59
H 1.76 0.69 3.98
H 1.74 2.86 -1.62
H -4.01 -3.23 2.91
H -0.28 -2.12 2.06
H -2.28 0.02 4.42
H -2.31 -3.64 3.12
```


[3]
Density functional theory data (ωB97M-V with the def2-TZVPD basis set) for C15H24MgN7O4S as an isolated structure.

Output
spin multiplicity	1
HOMO energy	-10.046	eV
M	422.8	g/mol
E_LUMO	-2.64	eV
total charge	+1
gap between HOMO and LUMO	7.41	eV
relative energy (zero: lowest compared OMol25 entry of this formula, charge and spin)	0.0	kJ/mol

Geometry as XYZ:
```
52
C15H24MgN7O4S ωB97M-V with the def2-TZVPD basis set
S -2.63 -0.23 0.15
Mg -0.07 0.34 0.20
O 3.32 -5.89 -3.35
O 0.52 -0.49 -1.60
O 0.54 -1.62 0.28
O 2.88 -6.03 -1.10
N -4.27 1.76 -0.68
N -0.17 2.27 -0.89
N -3.22 1.77 2.61
N -4.99 2.84 -0.27
N -3.78 1.98 1.35
N 1.97 1.14 0.63
N -0.13 0.55 2.37
C -3.53 1.19 0.27
C 2.04 2.53 0.13
C 3.25 -6.79 -2.25
C 2.25 0.97 2.06
C -4.68 2.97 0.98
C 2.36 -3.65 -3.69
C -5.20 4.00 1.91
C 2.69 -4.76 -2.94
C 1.46 -2.69 -1.65
C 1.73 -2.61 -3.01
C 1.80 -3.83 -0.90
C 1.24 2.63 -1.16
C 0.80 -1.55 -0.97
C 2.41 -4.84 -1.58
C 1.02 1.31 2.88
H 1.62 1.92 -1.88
H 2.58 -3.60 -4.74
H 1.44 -1.71 -3.54
H 2.60 0.56 0.08
H 1.33 3.63 -1.58
H 0.78 2.37 2.80
H -0.69 3.07 -0.55
H -4.39 4.66 2.26
H 1.58 -3.88 0.15
H -5.92 4.61 1.38
H -4.39 1.40 -1.62
H -0.62 1.98 -1.75
H 3.07 2.86 -0.03
H 3.10 1.58 2.39
H 1.60 3.18 0.89
H -0.07 -0.43 2.65
H -5.68 3.55 2.77
H 2.51 -0.07 2.21
H 2.48 -7.54 -2.45
H -3.83 1.16 3.15
H 4.22 -7.25 -2.09
H 1.22 1.11 3.94
H -3.14 2.66 3.08
H -1.02 0.90 2.71
```


[4]
Density functional theory data (ωB97M-V with the def2-TZVPD basis set) for one molecule with the formula C15H24N2O.

Output
spin multiplicity	1
SMILES	CCCCCCCCCC(=O)Nc1cccnc1
HOMO energy	-8.834	eV
M	248.4	g/mol
E_LUMO	0.63	eV
total charge	0
gap between HOMO and LUMO	9.47	eV
relative energy (zero: lowest compared OMol25 entry of this formula, charge and spin)	32.7	kJ/mol

Geometry as XYZ:
```
42
C15H24N2O ωB97M-V with the def2-TZVPD basis set
O 1.54 1.52 1.36
N 2.18 0.68 -0.66
N 4.79 -1.79 -1.12
C -5.19 -2.37 1.46
C 4.60 -1.39 1.21
C -0.65 2.91 0.26
C -2.53 1.34 -0.47
C 3.83 -0.92 -1.33
C -5.61 -1.05 -0.68
C -5.18 -2.39 -0.06
C -3.58 0.34 0.01
C 3.58 -0.47 1.00
C -4.45 -0.16 -1.13
C -1.65 1.83 0.67
C 5.17 -2.03 0.12
C 0.48 2.38 -0.63
C 1.43 1.49 0.16
C 3.18 -0.22 -0.31
H -6.19 -2.17 1.84
H -5.86 -3.18 -0.39
H 4.93 -1.60 2.21
H 2.01 0.75 -1.66
H -1.18 3.71 -0.27
H -3.07 -0.51 0.48
H -4.87 -3.34 1.85
H -3.84 -0.71 -1.85
H -4.20 0.81 0.77
H -2.29 2.24 1.46
H 3.56 -0.76 -2.37
H 3.11 0.05 1.82
H -0.20 3.34 1.16
H -4.87 0.71 -1.65
H -6.23 -1.25 -1.56
H -4.18 -2.65 -0.42
H 1.06 3.22 -1.01
H -1.92 0.86 -1.24
H -3.03 2.19 -0.93
H -6.24 -0.51 0.03
H 0.07 1.84 -1.48
H -1.10 0.99 1.11
H 5.96 -2.75 0.24
H -4.52 -1.61 1.85
```


[5]
Density functional theory data (ωB97M-V with the def2-TZVPD basis set) for one molecule with the formula C15H24N2O4.

Output
spin multiplicity	1
SMILES	CCCN(CCC)C[C@H](O)COc1ccc([N+](=O)[O-])cc1
HOMO energy	-8.991	eV
M	296.4	g/mol
E_LUMO	-0.08	eV
total charge	0
gap between HOMO and LUMO	8.91	eV
relative energy (zero: lowest compared OMol25 entry of this formula, charge and spin)	429.0	kJ/mol

Geometry as XYZ:
```
45
C15H24N2O4 ωB97M-V with the def2-TZVPD basis set
O 6.38 -0.60 0.69
O 0.81 -0.34 -2.00
O -1.05 1.28 0.32
O 5.51 0.97 1.88
N -3.39 -0.07 0.35
N 5.46 0.14 0.98
C -3.46 -1.36 1.01
C 2.99 -0.99 -1.52
C 4.16 -0.89 -0.80
C 3.17 0.85 0.55
C 1.90 -0.16 -1.22
C -0.33 0.49 -1.84
C -4.45 2.16 0.37
C 1.99 0.76 -0.17
C -5.77 2.90 0.30
C -1.14 0.18 -0.56
C -2.63 -0.08 -0.89
C 4.25 0.03 0.23
C -4.39 -2.40 0.37
C -4.34 -3.72 1.13
C -4.65 0.65 0.27
H 2.89 -1.70 -2.33
H -4.10 -2.57 -0.67
H -5.42 -2.02 0.37
H -2.45 -1.77 1.05
H -5.27 0.33 1.12
H -0.71 -0.71 -0.09
H -5.20 0.41 -0.65
H 3.26 1.56 1.36
H -0.93 0.28 -2.73
H -3.34 -4.12 1.12
H -2.98 0.73 -1.53
H -0.04 1.54 -1.83
H -3.95 2.39 1.32
H -6.28 2.70 -0.64
H 5.01 -1.52 -1.02
H -5.01 -4.44 0.67
H -3.78 -1.18 2.04
H -2.72 -1.02 -1.45
H -1.84 1.23 0.88
H -3.79 2.50 -0.43
H -5.61 3.98 0.38
H -6.43 2.60 1.11
H -4.65 -3.57 2.16
H 1.16 1.38 0.10
```


[6]
Density functional theory data (ωB97M-V with the def2-TZVPD basis set) for a 3-piece molecular cluster, C15H24NO9P overall.

Output
spin multiplicity	1
SMILES	CNCC1=CC(=O)C(P(C)O)=CC1=O.COC(=O)OC.COC(=O)OC
HOMO energy	-8.796	eV
M	393.3	g/mol
E_LUMO	-1.80	eV
total charge	0
gap between HOMO and LUMO	6.99	eV
relative energy (zero: lowest compared OMol25 entry of this formula, charge and spin)	236.3	kJ/mol

Geometry as XYZ:
```
50
C15H24NO9P ωB97M-V with the def2-TZVPD basis set
P -5.44 1.98 0.34
O -1.22 -3.15 4.80
O 3.65 -3.34 -3.16
O 4.17 -1.39 -2.06
O 5.75 -2.72 -3.05
O -0.91 -1.02 -0.63
O -6.25 0.67 -0.54
O -0.55 -1.33 3.57
O -3.06 4.06 -1.23
O -1.05 -3.36 2.62
N 1.84 2.57 -1.12
C -3.59 1.72 -0.06
C -2.60 2.94 -0.60
C 6.75 -1.80 -2.62
C -1.33 0.21 -0.30
C -0.34 1.52 -0.33
C 1.32 1.46 -0.23
C -1.10 -2.36 5.98
C 4.49 -2.39 -2.69
C 2.28 -3.11 -2.85
C -0.94 2.87 -0.45
C -6.15 3.57 -0.47
C -2.95 0.36 0.10
C 2.42 3.73 -0.33
C -0.76 -2.80 1.34
C -0.90 -2.49 3.65
H -5.83 0.74 -1.46
H -0.07 -2.02 6.12
H -7.31 3.42 -0.70
H 6.78 -1.74 -1.53
H -0.36 3.89 -0.45
H -0.91 -3.58 0.59
H 1.73 1.46 0.86
H 1.64 0.43 -0.75
H 6.59 -0.81 -3.07
H 2.12 -3.10 -1.77
H -1.37 -2.99 6.83
H 3.36 4.12 -0.94
H 1.69 -3.94 -3.27
H 0.29 -2.48 1.29
H 7.72 -2.17 -2.97
H 1.93 -2.18 -3.30
H 1.68 4.66 -0.26
H -1.79 -1.51 5.94
H -5.95 4.55 0.15
H -3.57 -0.58 0.48
H -5.65 3.76 -1.54
H 2.53 2.22 -1.83
H -1.43 -1.97 1.12
H 2.67 3.43 0.78
```


[7]
Density functional theory data (ωB97M-V with the def2-TZVPD basis set) for a 4-piece molecular cluster, C15H25BFIN4O3P overall.

Output
spin multiplicity	1
HOMO energy	-4.832	eV
M	497.1	g/mol
E_LUMO	2.33	eV
total charge	-1
gap between HOMO and LUMO	7.17	eV

Geometry as XYZ:
```
51
C15H25BFIN4O3P ωB97M-V with the def2-TZVPD basis set
I -1.12 -2.78 0.57
P 2.18 -0.35 1.22
F 0.54 -1.48 4.18
O 1.96 -1.65 2.41
O -1.22 0.52 3.62
O 0.35 -0.23 1.19
N -2.80 -0.20 1.87
N 2.12 0.99 -2.48
N 0.54 -2.36 -4.91
N -3.99 2.34 5.09
C -3.87 4.27 4.02
C 2.41 -0.15 -3.16
C 2.27 0.92 2.61
C 3.14 0.18 -4.27
C 2.67 2.06 -3.13
C 0.96 -3.77 -6.56
C 3.31 1.59 -4.25
C 0.92 -2.44 -6.22
C 0.72 -1.90 2.83
C 0.35 -3.61 -4.41
C -3.28 3.51 5.00
C -5.02 2.34 4.19
C -0.31 -1.15 1.92
C 0.59 -4.51 -5.41
C -4.97 3.53 3.51
B -1.50 -0.26 2.52
H 2.31 1.93 2.19
H 3.85 2.19 -4.97
H 0.45 -1.50 -4.40
H 0.53 -2.98 2.85
H 3.20 0.75 3.18
H 3.61 -0.49 1.20
H -3.78 1.59 5.73
H 1.22 -4.16 -7.53
H 1.13 -1.56 -6.79
H -3.49 0.30 2.41
H 2.07 -1.34 0.18
H 1.44 0.86 3.32
H -1.98 0.69 4.17
H -5.69 1.50 4.11
H 2.22 0.69 0.22
H 3.52 -0.52 -5.00
H 1.61 1.01 -1.61
H 0.05 -3.75 -3.38
H -2.42 3.70 5.62
H -5.65 3.83 2.73
H 0.53 -5.58 -5.32
H 2.57 3.06 -2.74
H -2.77 0.24 0.95
H 2.07 -1.11 -2.78
H -3.55 5.25 3.70
```


[8]
Density functional theory data (ωB97M-V with the def2-TZVPD basis set) for a 2-piece molecular cluster, C15H25ClFO5PSi overall.

Output
spin multiplicity	1
SMILES	C[Si](C)(C)OCCC1=C(P(O)Cl)C(=O)C=C(CCCF)C1=O.CO
HOMO energy	-9.512	eV
M	398.9	g/mol
E_LUMO	-1.40	eV
total charge	0
gap between HOMO and LUMO	8.11	eV

Geometry as XYZ:
```
49
C15H25ClFO5PSi ωB97M-V with the def2-TZVPD basis set
Cl 3.59 2.58 0.68
P 2.05 3.95 0.46
Si 3.66 -1.61 0.31
F -4.86 -1.71 -0.10
O 3.16 -0.49 -0.82
O 2.20 4.39 -1.10
O -0.70 4.16 1.63
O -6.61 0.82 -0.83
O -1.27 0.36 -1.25
C -6.10 0.91 -2.14
C -1.24 1.86 1.84
C -2.54 -1.48 0.51
C -3.67 -1.03 -0.41
C 2.62 -1.46 1.86
C 3.51 -3.35 -0.33
C 1.80 -0.40 -1.18
C 1.45 1.07 -1.44
C -1.39 0.77 1.09
C -2.15 -0.45 1.56
C 5.44 -1.21 0.67
C -0.44 3.01 1.33
C 0.68 2.70 0.39
C -0.76 0.85 -0.26
C 0.54 1.63 -0.39
H -5.00 0.88 -2.15
H 2.22 3.67 -1.75
H -6.41 1.86 -2.57
H -3.05 -0.11 2.08
H -1.53 -0.94 2.32
H -3.46 -1.22 -1.46
H -2.88 -2.39 1.02
H 0.95 1.17 -2.41
H 2.40 1.61 -1.49
H 4.04 -4.00 0.38
H 2.11 -0.49 1.95
H -1.68 -1.76 -0.10
H 1.60 -1.02 -2.06
H 5.52 -0.23 1.15
H 3.97 -3.49 -1.31
H -6.35 -0.03 -0.46
H 3.25 -1.57 2.74
H 1.17 -0.79 -0.37
H 6.04 -1.20 -0.24
H 1.85 -2.24 1.91
H -6.47 0.10 -2.78
H 2.47 -3.71 -0.37
H -1.71 1.97 2.81
H -3.90 0.03 -0.28
H 5.85 -1.96 1.35
```